Run i
C5H11N | ωB97M-V/def2-TZVPD

Frontier orbital gap (alpha / beta)   2.5 / 7.9 eV
Molar mass   85.15 g/mol

Structure (ORCA input):
```
! wB97M-V def2-TZVPD RIJCOSX def2/J DEFGRID3
* xyz -1 2
C 0.143 2.722 -0.470
C 1.104 1.588 -0.156
C 0.613 0.227 -0.489
C -0.247 -0.525 0.224
N -0.756 -1.750 -0.236
C -1.019 -2.773 0.794
H -0.753 2.671 0.137
H 0.687 3.663 -0.445
H -0.149 2.596 -1.520
H 1.338 1.552 0.920
H 2.026 1.690 -0.741
H 0.898 -0.193 -1.454
H -0.386 -0.233 1.256
H -0.158 -2.104 -0.959
H -0.197 -3.500 0.772
H -2.001 -3.203 0.549
H -1.141 -2.428 1.817
*
```

---

Run ii
C5H11N | ωB97M-V/def2-TZVPD

Frontier orbital gap (alpha / beta)   2.8 / 8.1 eV
Molar mass   85.15 g/mol

Structure (ORCA input):
```
! wB97M-V def2-TZVPD RIJCOSX def2/J DEFGRID3
* xyz -1 2
C 0.425 2.313 0.706
C -0.684 1.373 0.229
N -0.632 -1.607 0.945
C -0.120 -1.086 -0.249
C -0.139 0.216 -0.576
C 0.678 -2.053 -1.102
H 0.963 1.879 1.552
H 0.119 3.282 1.128
H 1.049 2.584 -0.144
H -1.279 0.995 1.055
H -1.299 1.965 -0.462
H -0.922 -2.570 0.901
H -1.259 -0.978 1.430
H 0.524 0.484 -1.392
H 1.678 -2.258 -0.714
H 0.785 -1.564 -2.073
H 0.113 -2.974 -1.235
*
```

---

Least stable structure: run i

---

Run i
C39H37N7O13 | ωB97M-V/def2-TZVPD

Frontier orbital gap   7.2 eV
Molar mass   811.76 g/mol

Structure (ORCA input):
```
! wB97M-V def2-TZVPD RIJCOSX def2/J DEFGRID3
* xyz 0 1
C -4.165 8.814 -3.565
C -3.706 7.395 -3.414
C -2.555 7.081 -2.438
C -1.868 8.337 -1.834
C -2.356 9.734 -2.123
C -3.611 9.948 -2.950
N -0.879 7.974 -0.852
O -0.561 6.798 -0.580
O -0.185 8.918 -0.379
H -5.064 8.962 -4.113
H -4.123 6.556 -3.964
H -2.373 6.015 -2.148
H -2.069 10.685 -1.589
H -4.011 10.912 -3.291
C -0.373 2.177 -0.602
C 0.205 3.367 0.191
C 1.222 2.988 1.336
C 1.543 1.481 1.594
C 0.944 0.421 0.615
C 0.032 0.805 -0.470
N 2.457 1.070 2.626
O 2.708 -0.190 2.741
O 2.533 1.835 3.562
H -0.945 2.510 -1.486
H 0.099 4.421 -0.076
H 1.748 3.669 2.065
H 1.402 -0.491 0.868
H -0.369 0.013 -1.026
C 5.351 -4.708 2.964
C 6.587 -4.305 2.127
C 6.467 -3.226 1.083
C 5.108 -2.409 0.856
C 3.898 -2.916 1.805
C 4.101 -4.073 2.779
N 5.000 -1.413 -0.137
O 3.868 -1.360 -0.610
O 5.954 -0.694 -0.526
H 5.482 -5.488 3.451
H 7.509 -4.665 2.283
H 7.266 -2.968 0.240
H 2.948 -2.420 1.550
H 3.382 -4.482 3.263
C -3.146 -1.247 -2.170
C -3.572 -0.285 -1.030
C -3.850 1.178 -1.529
C -3.436 1.590 -2.916
C -3.133 0.512 -3.995
C -3.073 -1.034 -3.577
N -3.508 2.988 -3.253
O -3.135 3.179 -4.507
O -3.408 3.786 -2.404
H -2.945 -2.289 -1.972
H -3.883 -0.325 -0.071
H -3.980 1.804 -0.629
H -2.948 0.833 -5.050
H -2.809 -1.823 -4.325
C 4.104 -5.071 -3.742
C 3.510 -4.807 -2.389
C 2.434 -3.577 -2.344
C 1.935 -2.974 -3.557
C 2.467 -3.421 -4.953
C 3.649 -4.507 -4.910
N 0.896 -1.936 -3.568
O 0.394 -1.610 -2.524
O 0.381 -1.598 -4.695
H 4.845 -5.887 -3.911
H 3.824 -5.143 -1.398
H 2.046 -3.062 -1.440
H 2.197 -2.845 -6.184
H 3.943 -4.877 -6.062
C -0.842 -4.930 4.758
C -1.970 -5.650 4.056
C -2.270 -5.331 2.575
C -1.502 -4.124 1.888
C -0.355 -3.479 2.696
C -0.134 -3.845 4.172
N -1.761 -3.690 0.579
O -2.818 -4.175 -0.084
O -1.316 -2.563 0.271
H -0.603 -5.196 5.788
H -2.678 -6.303 4.572
H -3.074 -5.722 2.114
H 0.417 -2.663 2.199
H 0.622 -3.311 4.541
C -1.864 -0.781 4.819
O -1.381 -1.005 5.972
N -1.672 0.393 4.140
C -2.324 0.576 2.886
C -0.903 1.426 4.713
H -2.462 -1.312 4.123
H -3.262 0.661 3.111
H -2.169 -0.328 2.271
H -1.973 1.382 2.487
H 0.208 1.267 4.976
H -1.422 1.820 5.524
H -0.886 2.252 4.133
*
```

---

Run ii
C39H37N7O13 | ωB97M-V/def2-TZVPD

Frontier orbital gap   7.7 eV
SMILES   O=[N+]([O-])c1ccccc1.O=[N+]([O-])c1ccccc1.O=[N+]([O-])c1ccccc1.O=[N+]([O-])c1ccccc1.O=[N+]([O-])c1ccccc1.O=[N+]([O-])c1ccccc1.CN(C)C=O
Molar mass   811.76 g/mol

Structure (ORCA input):
```
! wB97M-V def2-TZVPD RIJCOSX def2/J DEFGRID3
* xyz 0 1
O -6.068 5.000 4.128
N -5.243 5.986 4.242
O -5.572 7.096 4.640
C -3.849 5.837 3.994
C -3.330 4.579 3.205
C -1.855 4.548 2.896
C -0.899 5.527 3.572
C -1.347 6.541 4.411
C -2.890 6.665 4.674
H -4.051 3.912 2.743
H -1.455 3.715 2.339
H 0.027 5.539 3.054
H -0.572 7.329 4.842
H -3.357 7.361 5.145
O -3.141 1.746 0.917
N -3.351 0.963 1.862
O -2.519 0.244 2.422
C -4.731 0.736 2.339
C -5.828 1.603 1.824
C -7.296 1.313 2.276
C -7.659 0.179 3.198
C -6.595 -0.440 3.799
C -5.065 -0.228 3.479
H -5.641 2.378 1.156
H -7.976 2.063 1.744
H -8.614 0.010 3.565
H -6.767 -1.135 4.477
H -4.420 -0.684 4.032
O 6.051 0.168 0.381
N 6.048 -0.296 1.619
O 5.773 -1.464 1.782
C 5.727 0.823 2.708
C 5.995 2.278 2.550
C 5.442 3.255 3.556
C 4.972 2.631 4.853
C 4.839 1.235 5.036
C 5.178 0.162 3.992
H 6.326 2.648 1.605
H 5.661 4.324 3.379
H 4.857 3.357 5.756
H 4.659 0.916 6.098
H 5.207 -0.872 4.152
O 0.455 3.450 -5.208
N 1.051 2.367 -5.386
O 0.712 1.502 -6.102
C 1.905 2.076 -4.243
C 2.122 3.169 -3.113
C 3.278 2.988 -2.071
C 3.932 1.561 -2.021
C 3.704 0.593 -2.974
C 2.796 0.762 -4.183
H 1.364 4.035 -3.314
H 3.446 3.757 -1.390
H 4.465 1.312 -1.055
H 4.121 -0.387 -2.659
H 2.451 -0.127 -4.852
O 2.597 2.533 1.158
N 1.477 2.213 0.600
O 0.527 3.057 0.517
C 1.292 0.856 0.029
C 2.421 -0.208 0.116
C 2.211 -1.647 -0.552
C 0.771 -2.120 -0.909
C -0.192 -1.117 -0.901
C -0.108 0.316 -0.281
H 3.428 -0.063 0.603
H 2.973 -2.330 -0.603
H 0.741 -3.032 -1.519
H -1.053 -1.643 -1.152
H -0.773 1.136 -0.278
O -0.146 -7.639 -6.768
N 0.378 -6.577 -7.269
O 0.779 -6.432 -8.331
C 0.287 -5.336 -6.380
C 0.286 -5.453 -4.866
C 0.430 -4.266 -3.995
C 0.618 -2.857 -4.705
C 0.739 -2.717 -6.107
C 0.685 -3.985 -7.000
H 0.155 -6.337 -4.321
H 0.253 -4.358 -2.859
H 0.644 -2.142 -4.003
H 0.896 -1.804 -6.638
H 0.796 -3.996 -8.017
C -1.240 -6.146 -1.697
N -1.197 -5.887 -0.244
C -2.184 -4.877 0.043
C -0.319 -6.385 0.579
O -0.418 -6.052 1.750
H -1.845 -6.990 -2.175
H -0.369 -6.438 -2.136
H -1.418 -5.185 -2.262
H -2.711 -5.177 1.068
H -2.719 -4.587 -0.758
H -1.643 -3.890 0.319
H 0.458 -7.038 0.113
*
```

---

Least stable structure: run i

---

Run i
C5H15NO2 | ωB97M-V/def2-TZVPD

Frontier orbital gap (alpha / beta)   7.8 / 7.1 eV
Molar mass   121.18 g/mol

Structure (ORCA input):
```
! wB97M-V def2-TZVPD RIJCOSX def2/J DEFGRID3
* xyz -1 2
C 0.383 -1.395 -0.507
C -0.436 -1.432 0.779
C -1.767 -0.771 0.569
C -1.923 0.341 -0.263
C -3.070 1.065 -0.512
N 0.376 -0.872 1.872
H 0.740 -0.345 -0.667
H 1.259 -2.070 -0.479
H -0.245 -1.711 -1.348
H -0.604 -2.525 0.983
H -2.550 -1.009 1.302
H 1.299 0.573 -3.067
H -1.059 0.750 -0.749
H -2.991 1.960 -1.138
H -4.013 0.775 -0.060
H -0.147 -0.134 2.305
H 1.277 -0.491 1.606
H 2.120 1.258 0.232
H 1.675 2.819 0.231
O 1.456 1.967 -0.182
H 1.627 0.991 -2.545
H 3.754 0.183 0.964
O 2.839 0.071 0.672
*
```

---

Run ii
C5H15NO2 | ωB97M-V/def2-TZVPD

Frontier orbital gap (alpha / beta)   8.1 / 7.9 eV
Molar mass   121.18 g/mol

Structure (ORCA input):
```
! wB97M-V def2-TZVPD RIJCOSX def2/J DEFGRID3
* xyz -1 2
C 0.839 0.136 1.954
N 0.045 1.071 1.197
C -0.918 0.497 0.320
C -0.256 -0.052 -1.037
C 0.691 1.024 -1.657
O 0.424 -1.213 -0.783
C -1.775 -0.671 0.851
H 1.357 0.665 2.754
H 0.309 -0.709 2.408
H 1.482 -0.367 1.213
H 3.046 3.294 0.673
H -1.589 1.313 0.021
H -1.131 -0.123 -1.693
H 1.620 0.532 -1.941
H 0.247 1.502 -2.535
H 0.930 1.793 -0.921
H -0.230 -2.053 -1.132
H -2.451 -0.318 1.640
H -1.155 -1.459 1.263
H -2.367 -1.099 0.045
H -0.931 -3.368 -2.217
H 2.938 2.602 0.928
O -1.127 -2.999 -1.351
*
```

---

Run iii
C5H15NO2 | ωB97M-V/def2-TZVPD

Frontier orbital gap (alpha / beta)   2.5 / 9.3 eV
Molar mass   121.18 g/mol

Structure (ORCA input):
```
! wB97M-V def2-TZVPD RIJCOSX def2/J DEFGRID3
* xyz -1 2
C -1.902 -1.628 0.998
C -0.536 -1.012 0.745
C -0.352 0.240 1.828
C 0.716 1.193 1.495
C 0.677 2.299 0.326
O 0.995 1.603 -0.815
N 0.505 -2.031 0.710
H -2.050 -1.764 2.144
H -2.806 -1.205 0.563
H -1.873 -2.574 0.484
H -0.534 -0.659 -0.273
H -0.384 0.024 2.913
H -1.332 0.848 1.608
H 1.024 1.952 2.306
H 1.682 0.608 1.162
H 1.343 3.028 0.606
H -0.164 2.856 0.106
H 1.123 2.096 -1.717
H 1.375 -1.772 0.964
H 0.197 -2.938 0.940
H 0.203 -1.210 -3.632
H -0.758 0.019 -4.126
O -0.020 -0.559 -4.356
*
```

---

Least stable structure: run iii

---

Run i
C8H12N2 | ωB97M-V/def2-TZVPD

Frontier orbital gap   8.8 eV
SMILES   [H]/N=C(/C)n1c(C)ccc1C
Molar mass   136.20 g/mol

Structure (ORCA input):
```
! wB97M-V def2-TZVPD RIJCOSX def2/J DEFGRID3
* xyz 0 1
H 1.202 0.993 1.969
N 1.852 0.642 1.322
C 1.295 0.141 0.319
C 2.092 -0.172 -0.885
N -0.114 0.014 0.147
C -0.813 -1.186 0.311
C 0.018 -2.393 0.578
C -2.124 -0.973 0.106
C -2.209 0.392 -0.171
C -0.998 1.027 -0.079
C -0.537 2.449 -0.286
H 3.166 -0.509 -0.637
H 1.640 -0.861 -1.617
H 2.213 0.818 -1.318
H 0.024 -2.950 -0.333
H 0.981 -1.993 0.904
H -0.364 -3.130 1.329
H -2.939 -1.575 -0.157
H -3.154 0.868 -0.659
H -1.171 2.944 -0.878
H -0.513 2.998 0.685
H 0.453 2.459 -0.651
*
```

---

Run ii
C8H12N2 | ωB97M-V/def2-TZVPD

Frontier orbital gap   8.3 eV
SMILES   CC(C)=C(C)n1ccnc1
Molar mass   136.20 g/mol

Structure (ORCA input):
```
! wB97M-V def2-TZVPD RIJCOSX def2/J DEFGRID3
* xyz 0 1
C -1.159 -1.860 -0.176
C -1.265 -0.427 0.032
C -2.633 0.255 0.243
C -0.017 0.578 0.002
C -0.279 2.092 -0.011
N 1.258 0.175 0.044
C 1.702 -1.098 0.311
C 3.044 -1.099 0.127
N 3.439 0.137 -0.304
C 2.323 0.837 -0.418
H -2.160 -2.084 -0.523
H -0.989 -2.553 0.585
H -0.415 -2.046 -0.942
H -2.973 0.756 1.141
H -3.485 -0.258 -0.114
H -2.633 1.007 -0.485
H 0.078 2.312 -1.039
H -1.249 2.475 0.167
H 0.378 2.436 0.773
H 1.051 -1.677 0.884
H 3.823 -1.848 0.303
H 2.162 1.890 -0.601
*
```

---

Least stable structure: run ii

---

Run i
C10H13N2O2 | ωB97M-V/def2-TZVPD

Frontier orbital gap   9.2 eV
SMILES   O=C1NCC[C@@H](O)[C@@H]1[n+]1ccccc1
Molar mass   193.23 g/mol

Structure (ORCA input):
```
! wB97M-V def2-TZVPD RIJCOSX def2/J DEFGRID3
* xyz 1 1
O 0.040 2.484 -0.154
C -0.826 1.646 -0.231
N -2.110 1.713 -0.051
C -2.934 0.630 -0.510
C -2.677 -0.694 0.264
C -1.072 -0.864 0.515
O -0.653 -2.186 0.309
C -0.342 -0.024 -0.482
N 1.102 -0.070 -0.260
C 1.900 -0.467 -1.268
C 3.369 -0.547 -1.000
C 3.824 -0.121 0.278
C 2.878 0.376 1.206
C 1.583 0.356 0.972
H -2.533 2.666 0.023
H -2.834 0.596 -1.591
H -3.949 1.133 -0.235
H -3.239 -0.784 1.229
H -3.070 -1.492 -0.399
H -1.059 -0.624 1.615
H -1.118 -2.957 0.871
H -0.574 -0.266 -1.619
H 1.492 -0.916 -2.094
H 3.838 -1.080 -1.820
H 4.951 0.051 0.408
H 3.099 0.808 2.215
H 0.912 0.633 1.807
*
```

---

Run ii
C10H13N2O2 | ωB97M-V/def2-TZVPD

Frontier orbital gap   8.1 eV
Molar mass   193.23 g/mol

Structure (ORCA input):
```
! wB97M-V def2-TZVPD RIJCOSX def2/J DEFGRID3
* xyz 1 1
C 3.003 -0.401 0.780
C -0.279 -0.809 -0.896
C -0.942 1.835 0.880
C 2.904 0.855 1.328
C 0.882 -0.196 -0.331
C 0.831 1.039 0.379
C 2.117 -0.904 -0.240
C -1.577 -0.889 -0.458
C -1.205 2.890 0.172
C -3.456 -2.166 -0.390
N 1.853 1.633 1.100
N 2.343 -2.027 -0.921
O -0.295 3.167 -0.923
O -2.291 -1.747 -1.097
H 3.774 -1.062 1.093
H -0.145 -1.366 -1.839
H -1.485 1.369 1.645
H 3.791 1.310 1.878
H -2.033 -0.539 0.456
H -2.043 3.503 0.387
H -3.821 -2.970 -0.869
H -4.241 -1.396 -0.581
H -3.246 -2.309 0.739
H 1.884 2.621 1.420
H 2.964 -2.743 -0.511
H 1.584 -2.362 -1.548
H -0.871 3.663 -1.655
*
```

---

Least stable structure: run ii

---

Run i
C5H14O2 | ωB97M-V/def2-TZVPD

Frontier orbital gap   11.0 eV
SMILES   CC(C)CCO.O
Molar mass   106.16 g/mol

Structure (ORCA input):
```
! wB97M-V def2-TZVPD RIJCOSX def2/J DEFGRID3
* xyz 0 1
C -0.385 0.517 1.094
C 0.150 0.927 -0.264
C -0.966 1.516 -1.106
C 0.916 -0.147 -1.013
C 2.323 -0.515 -0.495
O 2.448 -0.355 0.904
H 0.240 0.035 1.824
H -0.838 1.372 1.610
H -1.260 -0.146 0.958
H 0.879 1.733 -0.091
H -1.919 1.020 -0.909
H -0.802 1.338 -2.161
H -1.044 2.575 -0.931
H 0.348 -1.070 -1.100
H 1.011 0.181 -2.055
H 2.467 -1.579 -0.679
H 3.105 0.029 -1.025
H 2.928 0.432 1.153
O -3.431 -2.402 1.186
H -3.700 -3.000 1.901
H -2.470 -2.459 1.199
*
```

---

Run ii
C5H14O2 | ωB97M-V/def2-TZVPD

Frontier orbital gap   11.0 eV
SMILES   CC(C)CCO.O
Molar mass   106.16 g/mol

Structure (ORCA input):
```
! wB97M-V def2-TZVPD RIJCOSX def2/J DEFGRID3
* xyz 0 1
C -0.317 -0.403 1.709
C 0.422 0.442 0.681
C -0.488 1.479 0.022
C 1.097 -0.447 -0.367
C 1.855 0.278 -1.456
O 2.994 0.952 -0.936
H -1.361 -0.496 1.415
H 0.059 -1.415 1.875
H -0.332 0.064 2.695
H 1.241 0.949 1.189
H -0.983 1.003 -0.832
H 0.087 2.337 -0.343
H -1.282 1.833 0.663
H 1.794 -1.118 0.127
H 0.345 -1.118 -0.800
H 2.156 -0.448 -2.210
H 1.230 1.022 -1.961
H 3.760 0.369 -1.022
O -4.275 -1.434 -0.253
H -4.029 -1.708 0.635
H -3.972 -2.141 -0.830
*
```

---

Least stable structure: run i